C6H13MgN2 | wB97M-V/def2-TZVPD

Atoms and positions in Å:
1 C -2.288 -1.668 -2.061
2 Mg -0.469 -0.733 -1.003
3 N 0.626 0.320 -2.407
4 H -2.816 -0.569 0.074
5 H -3.314 -0.919 -0.419
6 H -3.261 -2.095 -1.790
7 H -1.660 -2.521 -2.385
8 H -2.429 -1.010 -2.933
9 H 1.606 0.081 -2.243
10 H 0.492 1.324 -2.248
11 H 0.365 0.083 -3.364
12 C 1.904 1.135 2.737
13 C 1.239 2.005 1.863
14 C 0.429 1.469 0.865
15 N 0.353 0.124 0.716
16 C 0.909 -0.735 1.609
17 C 1.715 -0.240 2.621
18 H 2.556 1.541 3.498
19 H 1.331 3.079 1.912
20 H -0.166 2.090 0.182
21 H 0.687 -1.806 1.489
22 H 2.192 -0.953 3.289

## Properties
Kohn-Sham gap (alpha / beta) (Ha): 0.16930 / 0.12045
Spin multiplicity: 1
Charge: -1

C25H29BrN8O2ReS | wB97M-V/def2-TZVPD

Atoms and positions in Å:
1 Re -0.084 0.122 -0.255
2 C -0.106 -1.020 2.891
3 C 1.132 -0.108 2.830
4 N 1.835 -0.196 1.550
5 C 2.719 -1.355 1.433
6 C 1.943 -2.610 1.018
7 N 0.907 -2.312 0.024
8 C -0.284 -3.137 0.222
9 C -1.230 -2.508 1.276
10 N -0.866 -1.117 1.621
11 H 0.211 -2.019 3.186
12 H -0.752 -0.639 3.687
13 H 0.835 0.931 2.981
14 H 1.796 -0.385 3.659
15 H 2.392 0.647 1.440
16 H 3.492 -1.132 0.697
17 H 3.228 -1.562 2.381
18 H 2.648 -3.357 0.642
19 H 1.454 -3.039 1.890
20 H 1.268 -2.487 -0.912
21 H -0.802 -3.193 -0.735
22 H -0.017 -4.160 0.517
23 H -2.242 -2.517 0.867
24 H -1.251 -3.120 2.183
25 H -1.743 -0.608 1.741
26 N -2.861 3.382 0.789
27 C -1.911 2.634 0.249
28 S -0.671 1.968 1.300
29 N -1.837 2.437 -1.033
30 N -0.901 1.632 -1.476
31 C -0.456 1.783 -2.709
32 C -0.967 2.800 -3.620
33 C -2.343 2.986 -3.791
34 C -2.810 4.000 -4.604
35 C -1.920 4.856 -5.240
36 C -0.553 4.684 -5.068
37 C -0.075 3.662 -4.275
38 C 0.735 1.015 -2.980
39 C 1.364 0.944 -4.226
40 C 2.611 0.356 -4.322
41 C 3.183 -0.176 -3.172
42 C 2.457 -0.166 -1.997
43 N 1.252 0.397 -1.885
44 H -2.868 3.572 1.778
45 H -3.551 3.831 0.206
46 H -3.034 2.314 -3.305
47 H -3.874 4.132 -4.739
48 H -2.293 5.660 -5.856
49 H 0.141 5.359 -5.544
50 H 0.987 3.562 -4.111
51 H 0.866 1.349 -5.094
52 H 3.128 0.320 -5.268
53 H 4.167 -0.615 -3.186
54 H 2.861 -0.618 -1.104
55 Br -4.692 -5.585 -2.862
56 C -4.744 -3.727 -2.505
57 C -5.932 -2.998 -2.624
58 N -5.976 -1.724 -2.323
59 C -4.919 -1.070 -1.900
60 C -3.681 -1.704 -1.788
61 C -3.598 -3.055 -2.097
62 C -2.500 -0.975 -1.235
63 O -2.681 -0.167 -0.309
64 O -1.350 -1.243 -1.676
65 H -6.846 -3.458 -2.970
66 H -5.050 -0.026 -1.650
67 H -2.664 -3.590 -2.009

## Properties
Kohn-Sham gap (alpha / beta) (Ha): 0.22111 / 0.22214
Spin multiplicity: 2
Charge: +2
<S²>: 0.766

C9H30AgN10O8 | wB97M-V/def2-TZVPD

Atoms and positions in Å:
1 Ag 0.140 0.045 0.203
2 O -1.659 -0.012 -1.134
3 C -2.371 1.176 -0.937
4 C -2.461 1.806 0.474
5 O -1.244 1.932 1.110
6 H -3.380 1.066 -1.379
7 H -1.978 1.992 -1.583
8 H -3.188 1.312 1.151
9 H -2.945 2.790 0.310
10 C 5.023 0.653 0.869
11 C 3.836 1.271 0.150
12 O 2.601 0.904 0.685
13 H 5.098 0.821 1.945
14 H 5.991 0.967 0.464
15 H 4.999 -0.427 0.693
16 H 3.905 0.914 -0.879
17 H 3.985 2.355 0.130
18 H 2.285 1.448 1.417
19 C -0.796 -1.032 3.173
20 O 0.216 -0.728 2.538
21 N -1.833 -0.154 3.168
22 N -1.045 -2.268 3.681
23 H -2.679 -0.420 3.639
24 H -1.794 0.712 2.623
25 H -1.944 -2.466 4.076
26 H -0.290 -2.927 3.688
27 C 1.875 4.157 0.155
28 O 2.343 4.084 1.301
29 N 2.523 4.910 -0.805
30 N 0.739 3.553 -0.266
31 H 3.374 5.415 -0.702
32 H 1.908 5.189 -1.552
33 H 0.222 2.900 0.332
34 H 0.528 3.740 -1.225
35 C -0.097 -3.741 -0.213
36 O -0.411 -2.679 -0.714
37 N -0.317 -4.080 1.089
38 N 0.567 -4.723 -0.924
39 H 0.160 -4.846 1.514
40 H -0.910 -3.450 1.603
41 H 0.766 -4.528 -1.887
42 H 0.858 -5.570 -0.485
43 C 1.109 0.098 -2.794
44 O 1.288 -0.619 -1.819
45 N -0.065 0.776 -3.003
46 N 1.988 0.165 -3.838
47 H -0.122 1.591 -3.578
48 H -0.809 0.535 -2.311
49 H 1.646 0.588 -4.676
50 H 2.874 -0.299 -3.797
51 C -4.208 -2.188 -0.034
52 O -5.096 -2.918 0.441
53 N -4.125 -1.795 -1.322
54 N -3.163 -1.738 0.715
55 H -4.791 -2.179 -1.962
56 H -3.414 -1.088 -1.567
57 H -3.125 -2.007 1.677
58 H -2.588 -0.986 0.371

## Properties
Kohn-Sham gap (Ha): 0.24106
Spin multiplicity: 1
Charge: -1

CH3Br2ClOSi | wB97M-V/def2-TZVPD

Atoms and positions in Å:
1 C 0.634 0.160 -0.979
2 O -0.203 0.639 -0.259
3 Si -2.374 -1.558 3.001
4 Cl -2.447 -0.980 4.858
5 Br -4.212 -2.610 2.194
6 Br -0.688 -2.978 2.703
7 H 1.634 0.693 -1.196
8 H 0.803 -0.948 -1.168
9 H -2.423 -0.298 2.348

## Properties
Relative energy (zero: lowest compared OMol25 entry of this formula, charge and spin) (kJ/mol): 265.1
Kohn-Sham gap (Ha): 0.39362
SMILES: Cl[SiH](Br)Br.C=O
Spin multiplicity: 1

C3HI7O | wB97M-V/def2-TZVPD

Atoms and positions in Å:
1 C -1.432 0.312 0.091
2 C 1.969 1.123 0.078
3 C -0.778 -0.837 -0.024
4 O 2.178 0.043 -0.696
5 I -1.835 1.178 1.998
6 I -2.215 1.466 -1.600
7 I 2.742 1.099 1.988
8 I 2.112 2.953 -1.026
9 I -0.293 -2.057 1.543
10 I -0.259 -1.691 -1.939
11 I -4.028 -2.804 -0.176
12 H 1.840 -0.785 -0.236

## Properties
Kohn-Sham gap (alpha / beta) (Ha): 0.07882 / 0.07886
Spin multiplicity: 1

C43H92F3N9O5S | wB97M-V/def2-TZVPD

Atoms and positions in Å:
1 C 29.594 12.911 2.683
2 F 29.746 12.669 3.956
3 F 29.880 14.191 2.369
4 F 30.377 12.057 1.970
5 S 27.696 12.541 2.292
6 O 27.019 13.336 3.316
7 O 27.389 12.941 0.891
8 O 27.547 11.100 2.484
9 C 26.176 12.592 6.881
10 C 27.146 13.784 7.338
11 N 26.809 15.125 6.896
12 C 27.079 15.680 5.690
13 C 26.614 17.036 5.697
14 N 26.073 17.211 6.859
15 C 26.207 16.082 7.642
16 C 25.356 18.364 7.308
17 H 26.364 12.346 5.835
18 H 25.152 12.912 7.071
19 H 26.248 11.699 7.502
20 H 28.174 13.485 7.134
21 H 27.175 13.861 8.425
22 H 27.704 15.111 5.017
23 H 26.672 17.806 4.942
24 H 26.003 16.002 8.700
25 H 25.494 18.572 8.369
26 H 24.287 18.157 7.267
27 H 25.615 19.254 6.735
28 C 32.315 11.137 -0.174
29 C 31.297 10.432 -1.043
30 N 31.512 8.991 -0.968
31 C 32.362 8.241 -1.730
32 C 32.278 6.928 -1.360
33 N 31.364 6.905 -0.310
34 C 30.966 8.182 -0.056
35 C 30.865 5.717 0.400
36 H 31.940 12.159 -0.116
37 H 33.264 11.266 -0.695
38 H 32.504 10.775 0.836
39 H 31.311 10.739 -2.089
40 H 30.300 10.693 -0.688
41 H 32.915 8.732 -2.517
42 H 32.844 6.103 -1.767
43 H 30.192 8.556 0.597
44 H 30.327 6.086 1.273
45 H 31.696 5.286 0.960
46 H 30.354 4.982 -0.222
47 C 27.350 7.639 5.442
48 C 28.703 7.796 4.829
49 O 29.118 7.141 3.892
50 N 29.720 8.563 5.619
51 H 29.485 8.480 6.598
52 H 30.686 8.324 5.451
53 C 29.766 9.998 5.153
54 H 27.587 7.425 6.484
55 H 26.759 6.800 5.075
56 H 26.818 8.583 5.326
57 H 28.877 10.390 5.648
58 H 29.981 10.055 4.086
59 H 30.608 10.381 5.729
60 C 26.551 7.729 -3.234
61 C 26.978 8.790 -2.116
62 O 28.160 8.940 -1.839
63 N 25.912 9.533 -1.322
64 H 25.050 9.765 -1.794
65 H 25.627 8.780 -0.712
66 C 26.295 10.768 -0.447
67 H 25.784 8.076 -3.926
68 H 26.131 6.813 -2.818
69 H 27.411 7.447 -3.842
70 H 25.795 10.518 0.489
71 H 26.025 11.693 -0.958
72 H 27.366 10.783 -0.247
73 C 27.898 13.626 -2.283
74 C 29.125 14.464 -1.881
75 C 29.066 15.969 -2.215
76 N 30.341 16.818 -1.878
77 C 31.245 16.481 -3.075
78 C 30.039 18.295 -1.853
79 C 31.142 18.912 -1.031
80 C 31.404 17.907 0.055
81 C 30.896 16.518 -0.421
82 H 27.034 14.009 -1.740
83 H 27.993 12.569 -2.036
84 H 27.699 13.741 -3.349
85 H 29.999 13.995 -2.333
86 H 29.467 14.337 -0.854
87 H 28.325 16.425 -1.559
88 H 28.695 16.131 -3.227
89 H 32.243 16.723 -2.710
90 H 31.009 17.040 -3.980
91 H 31.284 15.420 -3.324
92 H 29.822 18.630 -2.867
93 H 29.167 18.392 -1.207
94 H 31.974 19.002 -1.728
95 H 30.886 19.899 -0.646
96 H 32.486 17.781 0.036
97 H 31.141 18.172 1.078
98 H 31.712 15.799 -0.344
99 H 30.151 16.240 0.325
100 C 31.932 17.210 3.483
101 C 32.088 16.129 4.510
102 C 33.597 15.830 4.796
103 N 33.710 14.596 5.786
104 C 32.886 13.384 5.388
105 C 33.375 15.101 7.187
106 C 34.034 14.214 8.177
107 C 35.221 13.640 7.499
108 C 35.176 14.192 6.076
109 H 32.504 18.077 3.812
110 H 30.924 17.512 3.198
111 H 32.474 17.114 2.542
112 H 31.584 15.209 4.215
113 H 31.454 16.421 5.348
114 H 34.092 16.730 5.161
115 H 33.905 15.671 3.763
116 H 32.739 13.384 4.308
117 H 31.960 13.653 5.895
118 H 33.243 12.415 5.737
119 H 32.314 15.337 7.277
120 H 33.766 16.113 7.292
121 H 33.292 13.438 8.365
122 H 34.273 14.665 9.140
123 H 34.974 12.580 7.429
124 H 36.173 13.755 8.017
125 H 35.561 13.494 5.332
126 H 35.739 15.122 6.006
127 C 23.427 13.081 4.857
128 C 22.772 13.706 6.120
129 C 21.355 14.218 6.069
130 N 20.949 15.474 7.025
131 C 21.873 16.671 7.072
132 C 19.486 16.030 6.749
133 C 18.968 16.420 8.168
134 C 19.940 15.844 9.186
135 C 20.728 14.799 8.422
136 H 23.370 11.998 4.958
137 H 24.472 13.393 4.849
138 H 23.014 13.433 3.912
139 H 23.378 14.446 6.642
140 H 22.745 12.960 6.914
141 H 20.619 13.450 6.308
142 H 21.063 14.483 5.053
143 H 22.820 16.384 7.529
144 H 21.432 17.442 7.705
145 H 22.007 17.027 6.051
146 H 19.274 16.917 6.153
147 H 19.047 15.206 6.187
148 H 19.132 17.454 8.474
149 H 18.005 16.072 8.540
150 H 20.549 16.601 9.680
151 H 19.391 15.449 10.041
152 H 21.700 14.721 8.911
153 H 20.162 13.929 8.090

## Properties
Kohn-Sham gap (alpha / beta) (Ha): 0.10441 / 0.28124
Spin multiplicity: 2
Charge: +5
<S²>: 0.753

C5H11P | wB97M-V/def2-TZVPD

Atoms and positions in Å:
1 C -0.899 0.392 -0.440
2 C -1.958 -0.016 -1.108
3 C -0.465 1.848 -0.282
4 C 1.461 0.329 1.245
5 C 0.604 -2.065 -0.086
6 P -0.112 -0.654 0.863
7 H -2.405 0.495 -1.944
8 H -2.300 -1.106 -0.948
9 H -0.175 1.998 0.795
10 H -1.370 2.496 -0.441
11 H 0.299 2.037 -0.987
12 H 2.207 -0.280 1.705
13 H 1.904 0.755 0.340
14 H 1.101 1.128 1.770
15 H 1.268 -2.719 0.654
16 H -0.278 -2.864 -0.082
17 H 1.118 -1.774 -1.055

## Properties
Relative energy (zero: lowest compared OMol25 entry of this formula, charge and spin) (kJ/mol): 106.2
Kohn-Sham gap (Ha): 0.33623
SMILES: C=C(C)P(C)C
Spin multiplicity: 1

C8H24NO11 | wB97M-V/def2-TZVPD

Atoms and positions in Å:
1 N -0.301 -0.334 -0.346
2 O -1.136 -1.022 -0.902
3 O -0.128 0.812 -0.657
4 O 0.370 -0.855 0.556
5 C 3.711 0.961 -0.904
6 C 3.793 -0.132 0.152
7 O 2.973 -1.198 -0.253
8 O 2.637 1.875 -0.717
9 H 3.832 0.495 -1.882
10 H 4.515 1.679 -0.741
11 H 3.382 0.232 1.093
12 H 4.814 -0.501 0.249
13 H 2.129 -1.079 0.189
14 H 1.827 1.407 -0.928
15 C 1.176 3.565 3.015
16 C 1.060 2.874 1.615
17 O -0.311 2.797 1.289
18 O 0.717 4.862 2.928
19 H 2.227 3.759 3.230
20 H 0.637 3.093 3.837
21 H 1.490 1.872 1.601
22 H 1.583 3.481 0.876
23 H -0.391 2.040 0.704
24 H -0.172 4.767 2.577
25 C -0.259 -4.171 0.390
26 C -0.242 -5.370 1.265
27 O -0.744 -5.287 2.672
28 O -1.512 -3.683 0.449
29 H -0.002 -4.389 -0.646
30 H 0.477 -3.446 0.736
31 H 0.819 -5.564 1.425
32 H -0.710 -6.266 0.858
33 H -0.177 -5.850 3.204
34 H -1.394 -2.801 0.088
35 C -2.923 1.244 -3.030
36 C -4.310 0.643 -2.760
37 O -5.425 1.408 -3.046
38 O -2.447 2.136 -2.027
39 H -2.987 1.769 -3.983
40 H -2.277 0.367 -3.082
41 H -4.392 0.382 -1.705
42 H -4.481 -0.142 -3.496
43 H -5.847 1.703 -2.235
44 H -1.603 1.866 -1.658

## Properties
Kohn-Sham gap (alpha / beta) (Ha): 0.29550 / 0.12672
Spin multiplicity: 2
<S²>: 0.756

C3H3FN2O | wB97M-V/def2-TZVPD

Atoms and positions in Å:
1 C -0.123 -0.878 0.034
2 C -1.371 -0.286 -0.053
3 C 0.677 0.243 0.075
4 N 0.091 1.392 0.026
5 N -1.194 1.055 -0.057
6 O 2.828 0.288 0.273
7 F 3.182 -0.950 -0.157
8 H 0.151 -1.909 0.061
9 H -2.344 -0.734 -0.107
10 H -1.896 1.780 -0.095

## Properties
Relative energy (zero: lowest compared OMol25 entry of this formula, charge and spin) (kJ/mol): 734.5
Kohn-Sham gap (alpha / beta) (Ha): 0.33902 / 0.33712
Spin multiplicity: 1

no.,E_tot (eV)
1,-14854.94571
2,-125405.28263
3,-45104.72019
4,-163620.52705
5,-61873.61953
6,-88666.41603
7,-14650.22190
8,-32687.52370
9,-10897.27510